# 1
Molecular formula: C18H27N5O2
Method: DFT, ωB97M-V/def2-TZVPD

XYZ file:
```
52
C18H27N5O2, DFT ωB97M-V/def2-TZVPD
C 2.668 -3.885 1.031
N 1.396 -3.368 1.533
C 0.948 -2.109 1.641
O -0.096 -1.952 2.262
C 1.660 -0.869 1.031
C 0.653 0.173 0.507
C 1.293 1.426 -0.068
C 1.820 2.406 0.795
C 2.454 3.545 0.267
C 2.564 3.709 -1.125
C 2.037 2.734 -1.989
C 1.398 1.597 -1.462
N 2.648 -1.109 -0.032
C 3.966 -1.025 0.133
C 4.802 -1.061 -1.125
O 4.507 -0.931 1.226
H 2.749 -4.948 1.263
H 2.729 -3.761 -0.051
H 3.498 -3.366 1.514
H 0.777 -4.039 1.963
H 2.180 -0.405 1.870
H 0.033 -0.295 -0.260
H -0.008 0.469 1.322
H 1.748 2.279 1.866
H 2.864 4.292 0.933
H 3.049 4.586 -1.530
H 2.117 2.861 -3.060
H 0.986 0.854 -2.130
H 2.299 -1.179 -0.972
H 4.558 -0.194 -1.736
H 4.597 -1.977 -1.675
H 5.855 -1.026 -0.849
C -2.570 2.396 1.998
C -3.253 1.367 1.152
C -2.835 0.977 -0.173
C -3.722 0.028 -0.589
C -3.757 -0.719 -1.898
N -2.714 -0.230 -2.808
N -4.619 -0.120 0.466
C -5.748 -1.055 0.492
N -4.326 0.707 1.510
H -1.553 2.075 2.235
H -2.520 3.347 1.461
H -3.119 2.545 2.932
H -1.977 1.360 -0.715
H -3.618 -1.790 -1.715
H -4.739 -0.579 -2.362
H -2.744 0.788 -2.860
H -2.814 -0.645 -3.733
H -6.273 -0.984 1.450
H -6.454 -0.819 -0.309
H -5.391 -2.082 0.370
```

largest force on an atom	0.0349	hartree/bohr
Kohn-Sham gap	9.2206	eV
LUMO level	0.6	eV
energy relative to the best compared isomer or geometry (same formula, charge and spin)	39.5	kcal/mol
multiplicity	1
SMILES string	CNC(=O)[C@H](Cc1ccccc1)NC(C)=O.Cc1cc(CN)n(C)n1

---

# 2
Molecular formula: C18H27N6O4P
Method: DFT, ωB97M-V/def2-TZVPD

XYZ file:
```
56
C18H27N6O4P, DFT ωB97M-V/def2-TZVPD
N 2.438 -1.666 -3.470
C 1.624 -2.383 -3.032
C 0.543 -3.147 -2.455
C -0.699 -2.312 -2.073
C -1.848 -3.108 -1.612
N -3.096 -2.676 -1.303
O -3.739 -1.638 -1.389
O -3.723 -3.860 -0.732
N -2.843 -4.927 -0.648
C -1.681 -4.420 -1.174
C -0.431 -5.135 -1.337
N -0.084 -6.386 -0.736
O -0.817 -6.927 0.106
O 1.014 -6.891 -1.078
C 0.621 -4.455 -2.023
H -0.940 -1.495 -2.770
H 1.571 -4.973 -2.144
C 3.965 2.398 0.263
C 2.812 2.199 1.235
C 3.299 1.354 2.418
C 2.220 3.560 1.637
N 1.709 1.390 0.607
C 1.610 1.181 -0.852
C 0.523 2.075 -1.405
C -0.878 1.723 -0.956
N -0.886 1.146 0.417
C -2.186 1.253 1.170
C -2.124 2.542 2.000
C -2.235 0.054 2.113
C -3.380 1.297 0.234
P 0.346 1.447 1.518
H -0.280 -1.861 -1.192
H 3.669 2.977 -0.622
H 4.760 2.951 0.777
H 4.389 1.435 -0.046
H 2.488 1.079 3.101
H 3.727 0.420 2.019
H 4.062 1.895 2.987
H 1.393 3.469 2.359
H 2.978 4.186 2.123
H 1.822 4.055 0.736
H 2.577 1.441 -1.275
H 1.435 0.107 -1.084
H 0.730 3.122 -1.128
H 0.572 2.034 -2.489
H -1.492 2.633 -0.938
H -1.364 1.029 -1.670
H -1.946 3.400 1.337
H -3.062 2.676 2.542
H -1.294 2.521 2.741
H -2.219 -0.893 1.562
H -1.384 0.045 2.810
H -3.161 0.090 2.699
H -3.438 0.421 -0.421
H -4.268 1.304 0.875
H -3.395 2.240 -0.332
```

largest force on an atom	0.0794	hartree/bohr
Kohn-Sham gap	4.1473	eV
LUMO level	-2.3	eV
energy relative to the best compared isomer or geometry (same formula, charge and spin)	2.2	kcal/mol
multiplicity	1

---

# 3
Molecular formula: C18H27N7O6
Method: DFT, ωB97M-V/def2-TZVPD

XYZ file:
```
58
C18H27N7O6, DFT ωB97M-V/def2-TZVPD
N -0.162 -4.613 0.314
C 0.793 -3.735 0.665
N 1.161 -2.935 -0.281
C 2.137 -2.012 0.030
N 2.524 -1.151 -0.979
N 3.490 -0.176 -0.857
C 4.096 -0.025 0.312
C 5.089 1.117 0.442
C 6.493 0.712 0.944
C 7.190 -0.313 0.057
O 7.688 -1.290 0.584
O 7.268 -0.069 -1.268
C 3.722 -0.888 1.469
O 4.189 -0.670 2.582
C 2.717 -1.926 1.260
C 2.288 -2.884 2.242
O 2.767 -3.046 3.349
N 1.264 -3.724 1.934
H -0.523 -4.421 -0.613
H -0.818 -4.865 1.041
H 2.092 -1.331 -1.883
H 5.191 1.611 -0.530
H 4.672 1.851 1.138
H 6.432 0.316 1.962
H 7.126 1.602 0.982
H 7.759 -0.823 -1.629
H 1.161 -4.541 2.516
C -0.668 3.360 -0.509
C -1.869 2.429 -0.714
C -1.784 1.130 0.118
C -0.705 0.174 -0.425
C -3.143 0.403 0.285
N -3.601 -0.252 -0.966
C -4.167 0.279 -2.053
C -4.452 -0.684 -3.180
O -4.467 1.457 -2.174
C -4.145 1.268 1.082
O -3.930 1.447 2.277
N -5.230 1.771 0.482
C -6.255 2.587 1.135
H -0.570 3.616 0.547
H 0.247 2.882 -0.855
H -0.821 4.275 -1.081
H -1.946 2.186 -1.774
H -2.761 2.987 -0.428
H -1.468 1.414 1.123
H 0.278 0.637 -0.335
H -0.892 -0.060 -1.472
H -0.698 -0.746 0.160
H -2.936 -0.420 0.968
H -3.428 -1.242 -1.019
H -5.168 -1.433 -2.845
H -4.871 -0.131 -4.020
H -3.525 -1.163 -3.490
H -5.281 1.667 -0.525
H -7.247 2.241 0.842
H -6.166 2.519 2.222
H -6.137 3.630 0.839
```

largest force on an atom	0.0663	hartree/bohr
Kohn-Sham gap	8.9209	eV
LUMO level	-0.1	eV
multiplicity	1
SMILES string	Nc1nc2[nH]nc(CCC(=O)O)c(=O)c2c(=O)[nH]1.CC[C@H](C)[C@H](NC(C)=O)C(=O)NC

---

# 4
Molecular formula: C18H27N9
Method: DFT, ωB97M-V/def2-TZVPD

XYZ file:
```
54
C18H27N9, DFT ωB97M-V/def2-TZVPD
C 23.749 8.656 -15.440
C 22.677 8.311 -14.523
N 21.827 7.972 -13.823
H 24.713 8.663 -14.940
H 23.598 9.647 -15.873
H 23.695 7.925 -16.246
C 22.251 11.214 -12.485
C 23.209 11.908 -11.631
N 23.956 12.453 -10.956
H 22.778 10.606 -13.212
H 21.633 11.924 -13.034
H 21.590 10.607 -11.872
C 20.146 5.239 -12.308
C 20.699 4.202 -13.186
N 21.125 3.364 -13.843
H 19.577 4.750 -11.525
H 19.520 5.886 -12.918
H 20.990 5.819 -11.938
C 21.223 5.358 -17.361
C 22.171 5.018 -18.431
N 22.914 4.774 -19.266
H 21.150 4.513 -16.679
H 20.287 5.687 -17.796
H 21.708 6.148 -16.783
C 22.470 13.391 -19.225
C 22.580 12.586 -18.006
N 22.663 11.945 -17.055
H 22.397 14.437 -18.934
H 21.607 13.070 -19.799
H 23.377 13.254 -19.811
C 19.563 8.609 -11.473
C 18.670 8.000 -10.483
N 17.994 7.513 -9.695
H 20.541 8.647 -10.987
H 19.221 9.605 -11.731
H 19.680 7.966 -12.336
C 26.556 12.380 -16.986
C 26.393 11.519 -15.819
N 26.233 10.850 -14.903
H 25.649 12.416 -17.575
H 27.428 12.104 -17.571
H 26.785 13.370 -16.574
C 26.845 7.614 -17.303
C 26.339 8.803 -17.973
N 25.946 9.752 -18.477
H 26.689 7.662 -16.228
H 27.921 7.538 -17.471
H 26.371 6.722 -17.709
C 24.200 2.967 -14.426
C 24.068 4.338 -14.906
N 23.975 5.409 -15.313
H 23.289 2.437 -14.690
H 24.251 3.002 -13.337
H 25.111 2.535 -14.827
```

largest force on an atom	0.0232	hartree/bohr
Kohn-Sham gap	11.8731	eV
LUMO level	0.4	eV
energy relative to the best compared isomer or geometry (same formula, charge and spin)	4.0	kcal/mol
multiplicity	1
SMILES string	CC#N.CC#N.CC#N.CC#N.CC#N.CC#N.CC#N.CC#N.CC#N

---

# 5
Molecular formula: C18H27NO2
Method: DFT, ωB97M-V/def2-TZVPD

XYZ file:
```
48
C18H27NO2, DFT ωB97M-V/def2-TZVPD
C 1.050 1.108 -5.069
C 2.135 0.837 -3.982
C 2.056 -0.520 -3.269
C 2.856 -0.604 -2.000
N 2.254 0.481 -1.171
C 2.192 0.336 0.315
C 1.216 -0.721 0.855
C 1.556 -0.985 2.327
C -0.310 -0.398 0.516
C -0.823 -1.232 -0.688
O -1.141 -0.629 1.629
C -2.304 0.040 1.657
O -2.767 0.766 0.775
C -3.113 -0.232 2.844
C -2.636 -1.020 3.908
C -3.465 -1.129 5.067
C -4.756 -0.698 5.052
C -5.250 0.088 4.020
C -4.420 0.348 2.905
C 2.590 1.765 -1.792
C 1.777 1.956 -2.955
H 0.966 0.320 -5.815
H 1.197 2.106 -5.568
H 0.054 1.127 -4.672
H 3.164 1.097 -4.276
H 2.511 -1.177 -3.953
H 1.048 -0.763 -3.087
H 3.889 -0.352 -2.039
H 2.741 -1.627 -1.544
H 3.189 0.067 0.617
H 2.010 1.337 0.763
H 1.389 -1.702 0.463
H 2.571 -0.815 2.579
H 1.001 -0.350 3.033
H 1.247 -2.034 2.567
H -0.296 0.669 0.208
H -0.740 -0.649 -1.644
H -1.843 -1.607 -0.521
H -0.169 -2.099 -0.819
H -1.687 -1.356 4.055
H -3.156 -1.669 5.955
H -5.515 -1.058 5.821
H -6.208 0.636 4.018
H -4.729 1.037 2.180
H 3.635 1.855 -2.032
H 2.443 2.632 -1.098
H 1.830 2.935 -3.468
H 0.761 1.885 -2.662
```

largest force on an atom	0.0889	hartree/bohr
Kohn-Sham gap	8.5953	eV
LUMO level	0.5	eV
energy relative to the best compared isomer or geometry (same formula, charge and spin)	65.5	kcal/mol
multiplicity	1
SMILES string	CC1CCN(C[C@@H](C)[C@@H](C)OC(=O)c2ccccc2)CC1

---

What did the fifth record say?
Molecular formula: C18H27NO2
Method: DFT, ωB97M-V/def2-TZVPD

XYZ file:
```
48
C18H27NO2, DFT ωB97M-V/def2-TZVPD
C 1.050 1.108 -5.069
C 2.135 0.837 -3.982
C 2.056 -0.520 -3.269
C 2.856 -0.604 -2.000
N 2.254 0.481 -1.171
C 2.192 0.336 0.315
C 1.216 -0.721 0.855
C 1.556 -0.985 2.327
C -0.310 -0.398 0.516
C -0.823 -1.232 -0.688
O -1.141 -0.629 1.629
C -2.304 0.040 1.657
O -2.767 0.766 0.775
C -3.113 -0.232 2.844
C -2.636 -1.020 3.908
C -3.465 -1.129 5.067
C -4.756 -0.698 5.052
C -5.250 0.088 4.020
C -4.420 0.348 2.905
C 2.590 1.765 -1.792
C 1.777 1.956 -2.955
H 0.966 0.320 -5.815
H 1.197 2.106 -5.568
H 0.054 1.127 -4.672
H 3.164 1.097 -4.276
H 2.511 -1.177 -3.953
H 1.048 -0.763 -3.087
H 3.889 -0.352 -2.039
H 2.741 -1.627 -1.544
H 3.189 0.067 0.617
H 2.010 1.337 0.763
H 1.389 -1.702 0.463
H 2.571 -0.815 2.579
H 1.001 -0.350 3.033
H 1.247 -2.034 2.567
H -0.296 0.669 0.208
H -0.740 -0.649 -1.644
H -1.843 -1.607 -0.521
H -0.169 -2.099 -0.819
H -1.687 -1.356 4.055
H -3.156 -1.669 5.955
H -5.515 -1.058 5.821
H -6.208 0.636 4.018
H -4.729 1.037 2.180
H 3.635 1.855 -2.032
H 2.443 2.632 -1.098
H 1.830 2.935 -3.468
H 0.761 1.885 -2.662
```

largest force on an atom	0.0889	hartree/bohr
Kohn-Sham gap	8.5953	eV
LUMO level	0.5	eV
energy relative to the best compared isomer or geometry (same formula, charge and spin)	65.5	kcal/mol
multiplicity	1
SMILES string	CC1CCN(C[C@@H](C)[C@@H](C)OC(=O)c2ccccc2)CC1

---

Q: Which of these has the lowest Kohn-Sham gap?
A: C18H27N6O4P